Below is C25H26Cl2N8O2Pd as an isolated structure, with properties calculated with wB97M-V/def2-TZVPD.

Geometry as XYZ:
```
64
C25H26Cl2N8O2Pd wB97M-V/def2-TZVPD
Pd -1.76305 -1.23626 -1.72052
C 2.11339 -2.94351 0.84099
N 1.58719 -2.10583 -0.21544
C 0.60167 -1.19362 -0.17424
N 0.51863 -0.55908 -1.33050
C 1.50053 -1.14793 -2.06433
N 2.18669 -2.06699 -1.42556
C 2.55266 -2.15347 2.05373
C 2.82605 -2.81159 3.24804
C 3.25022 -2.10331 4.36273
C 3.36956 -0.72279 4.31602
C 3.07460 -0.06172 3.13034
C 2.69557 -0.77756 2.00083
C 3.09661 1.39624 3.04728
N 3.75660 2.26323 3.73135
N 3.39326 3.50915 3.24334
C 2.53592 3.29968 2.30528
O 2.29143 1.98007 2.12030
C 1.82816 4.26559 1.46818
C 2.38508 5.52160 1.25879
C 1.71699 6.43552 0.46116
C 0.50121 6.09905 -0.11206
C -0.06942 4.84950 0.11125
C -1.44374 4.57892 -0.45563
N -1.83351 3.18571 -0.50777
C -1.51776 2.23165 -1.39851
N -2.18191 1.12896 -1.13202
C -2.90960 1.46478 -0.03757
N -2.73584 2.70032 0.37185
C 0.60301 3.92780 0.89725
H 2.95845 -3.46827 0.39590
H 1.36996 -3.69109 1.12630
H -0.00031 -1.00461 0.70005
H 1.71403 -0.88247 -3.08597
H 2.70713 -3.88703 3.30888
H 3.46528 -2.63014 5.28241
H 3.66518 -0.15509 5.18734
H 2.49827 -0.23954 1.08464
H 3.33520 5.76304 1.71471
H 2.14753 7.41120 0.28089
H -0.01644 6.81880 -0.73558
H -1.52577 5.00409 -1.45712
H -2.19637 5.06129 0.16822
H -0.81511 2.37542 -2.20267
H -3.58257 0.78217 0.45276
H 0.17279 2.95128 1.07991
Cl -4.47145 -1.34805 -1.44395
C -6.21338 -1.03079 -1.26633
Cl -7.17675 -2.51360 -1.31162
H -6.52285 -0.39784 -2.08937
H -6.37551 -0.55092 -0.30819
C -0.55570 -4.51684 -2.25187
C -0.97034 -4.21219 -3.70859
C -2.35234 -3.58735 -3.52944
O -2.89505 -4.25662 -2.41050
C -1.84963 -4.24568 -1.45888
H 0.25108 -3.86373 -1.92036
H -0.22241 -5.54848 -2.14237
H -1.05196 -5.13409 -4.28495
H -0.27275 -3.54851 -4.21749
H -3.03466 -3.70461 -4.36914
H -2.23911 -2.49012 -3.30876
H -2.07801 -4.98142 -0.68867
H -1.79662 -3.23229 -0.98478
```

ΔE to the lowest compared entry with this formula, charge and spin: 11.5 kcal/mol
Total charge: 0
Highest occupied orbital energy: -0.2398 Ha
DFT total energy: -2604.98990 hartree